53
Properties=species:S:1:pos:R:3:mulliken_charge:R:1 method="wB97M-V/def2-TZVPD" orbital_gap_ha="0.17728 / 0.18230" largest_force_ev_per_a=1.07 charge=+3 de_lowest_kj_mol=141.2 energy_ev=-42798.97737
Os -0.346 0.227 0.508 1.517
O 5.245 1.625 -4.932 -0.530
O -0.232 2.259 0.096 -0.731
O 0.596 0.067 2.269 -0.661
O 1.304 0.020 -0.483 -0.495
O 5.822 -0.446 -4.642 -0.527
O 1.870 -2.655 -0.489 -0.323
N 5.162 0.538 -4.418 0.988
N -0.468 -1.781 0.910 0.394
N -2.257 2.807 -0.725 0.058
N -2.194 0.435 1.391 0.235
C 0.336 -2.251 1.887 0.749
C -1.296 -3.978 0.540 -0.862
C 2.601 -2.421 -1.417 -0.428
C 3.537 1.550 -2.850 -0.735
C -4.470 1.075 1.089 -0.868
C 2.586 1.410 -1.868 -0.272
C -1.052 3.145 -0.286 0.887
C -1.271 -2.633 0.248 -0.044
C -4.769 0.652 2.378 -0.365
C 2.876 -1.047 -1.916 0.948
C -2.487 0.019 2.640 0.049
C -0.663 4.580 -0.265 -1.366
C -0.474 -4.460 1.549 -0.454
C 0.351 -3.581 2.239 -0.799
C -3.756 0.121 3.165 -0.865
C 4.131 0.400 -3.353 -0.196
C -2.766 1.446 -0.742 -1.507
C 2.226 0.117 -1.394 -0.016
C 1.246 -1.236 2.503 -0.753
C 3.818 -0.884 -2.903 -0.628
C -3.177 0.964 0.627 1.199
H 3.829 2.515 -3.242 0.547
H -2.864 3.546 -1.053 0.294
H -1.054 5.114 -1.130 0.459
H -2.008 0.773 -1.198 0.178
H -1.675 -0.401 3.215 0.381
H -1.897 -2.209 -0.527 0.454
H -3.619 1.417 -1.417 0.697
H 0.418 4.672 -0.226 0.354
H -5.779 0.731 2.759 0.470
H -1.951 -4.634 -0.015 0.497
H -0.475 -5.513 1.800 0.477
H 1.003 -3.929 3.029 0.541
H -5.238 1.486 0.447 0.500
H -3.945 -0.220 4.173 0.475
H 4.341 -1.730 -3.333 0.568
H 2.222 -1.227 2.014 0.359
H 1.173 0.801 2.540 0.395
H 3.118 -3.225 -1.963 0.363
H -1.079 5.042 0.634 0.347
H 2.088 2.268 -1.438 0.542
H 1.364 -1.362 3.577 0.504

---

70
Properties=species:S:1:pos:R:3:mulliken_charge:R:1 method="wB97M-V/def2-TZVPD" orbital_gap_ha="0.24904 / 0.22251" largest_force_ev_per_a=2.39 charge=+2 energy_ev=-48842.92254 multiplicity=5 s_squared=6.06
Os 0.472 -0.202 -0.306 1.501
S -0.404 -1.313 2.016 -0.449
O 2.139 -1.341 0.673 -0.786
O 1.080 -1.621 -1.580 -0.321
N 1.821 -2.570 -1.169 -0.645
N 2.338 -2.438 -0.021 1.036
N 0.462 -1.849 4.411 -0.444
N 1.692 -0.268 3.279 -0.225
C 0.483 3.048 -0.154 2.185
C -1.878 2.158 2.416 -1.468
C -1.610 -0.326 -3.403 2.051
C -2.189 0.427 -0.987 -0.652
C -3.565 2.776 0.642 -1.595
C 4.388 -4.349 2.347 -0.693
C -0.274 4.370 -0.005 -1.708
C -3.463 0.466 1.535 -1.804
C -1.699 1.354 -0.019 -0.060
C -2.067 -1.775 -3.184 -1.534
C 1.576 3.264 -1.215 -2.106
C 1.231 2.682 1.141 -1.402
C 3.107 -3.469 0.526 0.598
C 4.063 -5.653 0.343 -0.680
C -0.224 1.219 -1.809 -0.304
C 4.593 -5.516 1.621 -0.461
C -1.339 0.356 -2.106 -0.260
C -0.447 1.903 -0.565 -0.861
C -2.595 1.682 1.152 1.942
C 0.685 -1.130 3.321 1.023
C -2.761 0.455 -4.081 -1.721
C 3.644 -3.321 1.806 -0.292
C 3.317 -4.637 -0.214 -0.319
C -0.390 -0.305 -4.324 -1.729
H 1.917 0.201 2.415 -0.056
H 0.479 -0.733 -3.830 0.238
H -1.024 4.331 0.775 0.237
H -2.586 2.185 3.239 0.615
H 1.759 1.724 0.996 0.321
H -2.867 -0.440 1.618 0.316
H 0.465 1.531 -2.574 0.749
H 2.321 -0.142 4.058 0.253
H 2.234 4.063 -0.882 0.464
H -1.473 3.160 2.320 0.183
H -1.088 1.459 2.685 0.026
H -3.044 3.688 0.375 0.333
H -4.267 0.299 0.826 0.406
H -4.279 2.996 1.431 0.468
H 1.982 3.440 1.349 0.505
H -0.755 4.629 -0.944 0.387
H 0.991 -1.718 5.261 0.224
H -3.117 -0.105 -0.904 0.541
H -2.934 0.022 -5.062 0.475
H -0.313 -2.493 4.439 0.233
H -0.159 0.706 -4.648 0.417
H 1.156 3.572 -2.166 0.473
H 2.189 2.371 -1.357 0.317
H -4.111 2.429 -0.231 0.398
H 4.235 -6.558 -0.218 0.409
H -3.681 0.389 -3.507 0.382
H 5.158 -6.323 2.059 0.426
H -2.502 1.502 -4.211 0.414
H -0.601 -0.894 -5.212 0.463
H -1.263 -2.358 -2.740 0.291
H -2.942 -1.831 -2.544 0.353
H -3.931 0.646 2.499 0.481
H 0.427 5.161 0.244 0.495
H 3.475 -2.412 2.362 0.412
H 0.577 2.618 2.000 0.197
H -2.325 -2.214 -4.144 0.478
H 2.898 -4.736 -1.202 0.464
H 4.811 -4.247 3.334 0.395

---

53
Properties=species:S:1:pos:R:3:mulliken_charge:R:1 method="wB97M-V/def2-TZVPD" orbital_gap_ha=0.30670 largest_force_ev_per_a=0.51 charge=+1 de_lowest_kj_mol=34.7 energy_ev=-67632.19904
S 3.080 -0.586 -1.614 -0.017
S -3.272 -0.585 -1.338 -0.315
S -0.053 0.655 2.301 0.152
Na -0.459 -0.465 -0.906 1.044
O 1.611 -0.536 -1.308 -0.501
O -0.650 -0.182 1.210 -0.583
N -5.293 -0.546 -3.087 -0.501
N -0.691 3.042 -2.275 -0.011
N -5.631 -1.709 -1.089 -0.059
C -0.468 3.297 3.012 -0.437
C 4.742 -4.534 -0.090 -0.489
C -6.512 -0.883 -3.429 0.135
C 3.882 0.538 -0.425 -0.905
C -7.379 -1.655 -2.630 -0.674
C 5.051 -2.445 -1.235 -0.371
C -0.867 2.251 2.189 0.346
C -4.802 -0.952 -1.890 0.161
C 3.862 0.161 1.053 -0.956
C -0.620 1.979 -1.821 -0.229
C 3.405 -4.229 0.123 -0.716
C 5.564 -3.645 -0.771 -0.551
C 2.885 -3.025 -0.331 -0.222
C 3.718 -2.140 -0.993 0.523
C 1.578 1.164 1.673 -0.577
C -2.598 3.602 1.250 -0.700
C -1.936 2.383 1.320 -0.149
C 2.488 -0.060 1.692 -0.396
C -6.886 -2.058 -1.434 -0.022
C -2.196 4.663 2.048 -0.419
C -1.134 4.509 2.932 -0.567
H 0.346 3.168 3.716 0.429
H 2.763 -4.929 0.641 0.414
H -7.438 -2.653 -0.721 0.417
H 5.144 -5.474 0.265 0.389
H -3.435 3.715 0.573 0.438
H -2.248 1.541 0.713 0.535
H -2.718 5.609 1.995 0.398
H -0.784 3.942 -2.698 0.295
H -0.830 5.332 3.566 0.382
H -6.849 -0.530 -4.398 0.423
H -8.376 -1.911 -2.951 0.373
H 4.384 0.960 1.588 0.490
H 3.389 1.492 -0.622 0.511
H 1.979 -0.879 1.189 0.071
H 4.912 0.626 -0.778 0.522
H 1.401 1.551 0.667 0.196
H -5.237 -1.996 -0.203 0.227
H 4.456 -0.743 1.198 0.355
H 1.949 1.964 2.314 0.503
H 5.680 -1.755 -1.787 0.365
H 6.602 -3.892 -0.949 0.406
H 1.842 -2.776 -0.184 0.348
H 2.644 -0.368 2.728 0.522

---

13
Properties=species:S:1:pos:R:3:mulliken_charge:R:1 method="wB97M-V/def2-TZVPD" orbital_gap_ha=0.32897 largest_force_ev_per_a=3.10 charge=+1 de_lowest_kj_mol=58.2 energy_ev=-15558.05665
S -2.547 0.609 0.329 -0.174
N -0.299 -1.233 0.523 -0.303
C -1.229 0.669 -0.613 -0.417
C 1.246 0.741 0.100 -0.989
C 0.073 -0.169 -0.442 0.321
H 0.241 -2.172 0.385 0.385
H 2.210 0.538 -0.505 0.296
H 0.448 -0.515 -1.415 0.281
H 0.053 -0.866 1.420 0.354
H -1.076 1.389 -1.435 0.352
H 1.323 0.486 1.146 0.342
H -1.342 -1.302 0.455 0.224
H 0.899 1.826 0.052 0.326

---

138
Properties=species:S:1:pos:R:3:mulliken_charge:R:1 method="wB97M-V/def2-TZVPD" orbital_gap_ha="0.27632 / 0.23316" largest_force_ev_per_a=0.78 charge=+1 energy_ev=-104768.97262 multiplicity=3 s_squared=2.01
Pt -0.307 -0.174 -1.100 4.643
S 2.765 -1.375 0.149 0.192
S 1.619 0.303 3.599 1.609
O 2.975 0.324 4.222 -0.784
O 1.446 -0.846 0.635 -0.922
N -1.974 -1.540 -0.519 0.239
N -2.629 -3.262 0.972 0.923
N -0.318 3.000 0.169 0.486
N -0.022 -0.100 -3.106 -1.007
N -1.642 1.122 0.046 -0.117
N -1.035 -3.661 -0.642 0.211
N -2.126 3.044 -1.274 0.701
C 0.933 1.499 5.987 -0.464
C 0.080 2.221 6.809 -0.926
C -0.373 -3.369 -1.905 -1.127
C -1.180 2.619 6.368 1.064
C -0.166 -1.216 -5.278 -0.103
C 5.564 -2.945 3.434 1.072
C -0.883 -1.974 -6.190 -0.662
C -2.198 -2.337 -5.930 -0.728
C 2.755 2.323 -2.892 -0.372
C -1.883 -2.770 -0.072 -0.160
C -0.754 -0.803 -4.078 -0.007
C -2.953 0.611 -0.010 0.104
C -0.171 -1.706 4.484 -0.588
C 5.006 -2.426 1.160 -1.203
C 6.022 1.778 -0.233 1.107
C -0.333 -4.649 0.167 -1.378
C -3.306 -4.544 0.866 -1.318
C 0.704 1.680 -4.655 0.018
C -4.076 1.387 0.280 -0.288
C -2.504 4.433 -1.091 -1.372
C -3.060 -2.436 2.084 -1.155
C -5.354 0.861 0.182 -0.797
C 4.149 0.879 1.016 -0.863
C -2.093 3.408 7.269 -1.566
C 1.402 -3.780 3.480 0.809
C -0.724 1.573 4.237 0.250
C 0.845 0.936 -3.475 -0.587
C 1.028 -1.409 3.795 0.835
C -2.773 2.363 -2.384 -1.333
C 5.216 1.754 0.908 -1.245
C -0.195 -5.412 4.379 -1.004
C 3.875 0.024 -0.043 1.232
C 6.157 -3.435 5.724 -0.647
C 0.381 2.404 1.303 -1.213
C 6.504 -3.362 4.406 -1.160
C -2.074 -1.178 -3.823 -0.010
C 5.677 0.965 -1.310 -0.790
C 1.832 -2.415 3.317 -0.092
C 4.241 -2.637 3.822 0.907
C -3.122 -0.748 -0.302 -0.935
C 0.421 4.019 -0.568 -1.347
C -1.570 2.289 5.071 -0.995
C 4.609 0.084 -1.218 -0.482
C 3.925 -2.682 5.202 -0.731
C 0.554 -6.441 3.893 -0.730
C 3.681 -2.083 1.549 1.147
C 5.912 -2.871 2.062 -1.279
C 1.734 -6.165 3.167 -0.948
C -1.382 2.365 -0.358 -0.128
C 2.140 -4.879 2.958 -0.585
C -5.525 -0.459 -0.212 -0.895
C 4.859 -3.061 6.126 -0.905
C 0.209 -4.066 4.187 0.926
C 2.617 3.036 -4.074 -0.945
C 0.515 1.165 4.712 -0.761
C -0.554 -2.995 4.697 -1.348
C 3.248 -2.278 2.832 -0.885
C 1.582 2.711 -4.944 -0.913
C -2.786 -1.937 -4.739 -0.724
C -4.414 -1.251 -0.447 -0.450
C 1.880 1.292 -2.597 1.171
C 7.266 2.621 -0.273 -1.694
H -3.855 2.295 -2.248 0.269
H 0.946 1.513 1.013 0.392
H 7.508 -3.610 4.084 0.454
H -3.085 -5.173 1.732 0.316
H -2.537 -0.866 -2.896 0.032
H 2.006 0.714 -1.684 -0.494
H -6.519 -0.875 -0.319 0.458
H 1.919 1.191 6.315 0.573
H 4.362 -0.570 -2.047 0.391
H -1.113 -5.605 4.923 0.485
H 0.031 4.119 -1.577 0.391
H 5.278 -2.349 0.114 0.575
H 3.313 3.826 -4.324 0.441
H 4.602 -3.064 7.177 0.446
H 5.457 2.402 1.743 0.480
H 8.129 2.016 0.013 0.288
H -0.332 2.116 2.070 -0.356
H -2.365 1.362 -2.498 0.501
H 0.869 -0.970 -5.477 0.547
H -3.073 3.540 6.815 0.351
H -0.709 -4.654 1.182 0.399
H -3.806 -2.223 -4.514 0.461
H 7.457 3.009 -1.274 0.419
H 6.874 -3.768 6.463 0.413
H -2.876 -2.983 3.011 0.362
H -1.024 1.327 3.223 0.776
H -1.102 -3.118 -2.672 0.335
H 0.366 4.986 -0.063 0.284
H 0.170 -4.259 -2.215 0.499
H 0.338 -2.542 -1.816 -0.008
H -2.221 2.907 8.229 0.378
H -2.994 -5.061 -0.036 0.385
H 2.941 -2.387 5.537 0.479
H -4.123 -2.188 2.031 0.306
H -1.442 -3.213 5.280 0.442
H 7.202 3.455 0.423 0.393
H 0.730 -4.404 0.196 0.528
H -2.542 2.600 4.707 0.398
H -0.759 -0.907 4.907 0.470
H 1.065 3.146 1.712 0.575
H -0.108 1.459 -5.334 0.588
H -3.940 2.419 0.581 0.539
H 2.318 -6.985 2.768 0.470
H -2.752 -2.929 -6.647 0.395
H -3.594 4.502 -1.018 0.394
H 1.467 3.722 -0.639 0.458
H -2.568 2.922 -3.300 0.395
H -2.185 5.048 -1.936 0.368
H -6.211 1.487 0.396 0.431
H 6.911 -3.153 1.752 0.434
H 1.459 3.267 -5.865 0.424
H 6.268 1.002 -2.218 0.439
H 3.572 0.838 1.935 0.497
H -1.675 4.396 7.471 0.337
H -2.071 4.830 -0.177 0.386
H 3.032 -4.699 2.373 0.392
H -4.390 -4.390 0.823 0.376
H 0.404 2.481 7.810 0.420
H -0.446 -5.647 -0.262 0.237
H 3.560 2.558 -2.206 0.515
H -0.401 -2.291 -7.106 0.406
H 0.247 -7.466 4.053 0.407
H -2.485 -1.513 2.112 0.282
H -4.540 -2.284 -0.752 0.591

---

39
Properties=species:S:1:pos:R:3:mulliken_charge:R:1 method="wB97M-V/def2-TZVPD" orbital_gap_ha=0.40382 largest_force_ev_per_a=0.81 charge=+1 de_lowest_kj_mol=15.6 energy_ev=-17844.93211
O -0.636 2.182 -0.743 -0.463
O 2.138 -2.661 -0.040 -0.484
N 1.120 0.116 -0.501 0.051
N -1.134 -0.641 0.287 -0.350
C -1.599 1.773 0.217 -1.301
C 3.003 0.915 0.841 -0.529
C 2.477 -0.230 -0.026 0.130
C -4.126 -1.193 0.330 -1.207
C -0.655 -1.503 -0.785 -0.851
C -2.154 0.360 -0.067 0.460
C -3.460 0.128 0.700 -0.744
C 2.437 -1.550 0.767 -0.858
C 0.467 -0.732 -1.520 -0.865
C 3.064 2.251 0.104 -1.230
H -3.251 0.156 1.772 0.397
H 1.172 -1.427 -1.968 0.446
H 2.379 1.012 1.732 0.301
H -2.420 2.491 0.263 0.515
H -2.360 0.286 -1.142 0.265
H -3.488 -2.046 0.553 0.310
H 0.049 -0.094 -2.298 0.430
H -1.435 -1.795 -1.494 0.407
H 4.007 0.652 1.174 0.383
H -4.371 -1.215 -0.729 0.294
H 0.352 0.029 0.268 0.449
H 3.590 2.149 -0.842 0.320
H 2.076 2.669 -0.080 0.316
H -0.230 -2.405 -0.345 0.525
H -5.047 -1.311 0.893 0.407
H 1.097 1.102 -0.787 0.373
H 2.944 -3.041 -0.405 0.345
H -1.442 -1.178 1.089 0.308
H 3.607 2.972 0.709 0.405
H -1.090 1.779 1.185 0.297
H -4.149 0.943 0.477 0.392
H -1.091 2.578 -1.493 0.316
H 1.647 -1.491 1.522 0.309
H 3.390 -1.679 1.288 0.493
H 3.120 -0.354 -0.906 0.236

---

22
Properties=species:S:1:pos:R:3:mulliken_charge:R:1 method="wB97M-V/def2-TZVPD" orbital_gap_ha=0.31464 largest_force_ev_per_a=5.40 de_lowest_kj_mol=356.4 energy_ev=-13592.38064
O 1.117 1.861 -1.573 -0.596
O -0.704 1.523 -0.579 -0.490
O 0.507 2.381 2.297 -0.666
C -0.195 -1.231 1.080 -0.263
C 0.527 -0.476 -1.270 0.812
C -1.380 -0.350 1.399 -0.412
C -2.433 -0.207 0.541 -0.927
C 0.178 0.979 -1.237 0.530
C 1.717 -0.823 -2.134 -1.445
C 0.107 -1.395 -0.381 -0.517
H 0.019 1.415 2.426 0.328
H 0.680 -0.851 1.631 0.193
H -3.232 0.494 0.788 0.272
H -1.571 -0.219 2.468 0.538
H 1.789 -1.906 -2.286 0.429
H -2.592 -0.899 -0.291 0.271
H 0.223 -2.437 -0.693 0.300
H -0.387 -2.228 1.507 0.325
H 1.522 2.399 -0.718 0.406
H 1.653 -0.342 -3.120 0.337
H 2.660 -0.500 -1.671 0.245
H -0.205 2.814 1.816 0.328

---

85
Properties=species:S:1:pos:R:3:mulliken_charge:R:1 method="wB97M-V/def2-TZVPD" orbital_gap_ha=0.30969 largest_force_ev_per_a=0.76 charge=+1 energy_ev=-54701.93533
I 5.102 -0.982 -4.872 0.114
I 5.724 -1.832 -1.580 0.198
O 3.230 4.707 1.910 -0.561
O 3.597 2.415 2.433 -0.206
N 0.854 -0.246 0.077 -0.357
N 3.662 1.226 -0.412 0.760
N 2.242 2.922 0.484 -0.189
N 1.597 1.506 -1.273 -0.164
C 4.782 1.841 -1.175 -0.297
C 3.221 -0.166 -0.848 1.562
C 2.212 -3.026 1.519 -0.971
C -6.468 3.095 0.998 -0.555
C -4.915 -1.012 -1.408 -1.216
C 1.672 0.040 -1.101 -0.744
C -2.697 -2.280 -1.036 0.219
C 2.910 -2.501 0.253 -1.039
C 2.499 1.955 -0.367 -0.552
C -2.706 -3.779 1.000 -1.023
C 4.044 -0.666 -2.049 -0.649
C -0.236 -3.757 1.654 -0.563
C -5.421 4.145 0.590 -1.104
C -5.963 1.649 0.916 -0.750
C -1.345 -4.492 0.909 -0.849
C 2.761 0.544 -3.906 -1.092
C 5.076 3.256 -0.778 -0.503
C -3.329 -3.507 -0.370 -0.818
C 3.847 -0.340 -3.335 0.346
C 3.430 -1.063 0.387 -2.644
C 4.330 2.755 3.617 -0.736
C -6.237 0.982 -0.434 -0.525
C -5.986 -0.540 -0.422 -0.808
C 5.903 3.555 0.202 -0.858
C 1.184 -4.133 1.218 -0.994
C -3.481 -0.983 -0.853 -0.570
B 3.119 3.377 1.645 0.671
H -5.151 -2.021 -1.745 0.489
H -0.369 -2.685 1.473 0.320
H 1.169 -4.339 0.145 0.436
H 1.482 -5.061 1.704 0.452
H 2.579 5.285 1.503 0.311
H 1.733 -2.210 2.059 0.601
H 2.233 -2.590 -0.603 0.491
H 4.641 4.052 -1.370 0.410
H 4.576 1.784 -2.243 0.229
H -3.198 -4.379 -1.011 0.414
H -4.953 -0.382 -2.298 0.589
H -2.933 -0.176 -1.349 0.301
H -6.382 1.041 1.717 0.443
H 3.701 3.328 4.293 0.311
H -0.334 -3.919 2.728 0.314
H -0.070 0.146 -0.082 0.333
H -1.058 -4.608 -0.137 0.435
H 0.703 -1.239 0.187 -0.308
H -7.270 1.185 -0.710 0.413
H -1.685 -2.137 -0.641 -0.620
H 2.855 0.602 -4.984 0.615
H 2.928 -0.580 1.219 0.524
H -4.404 -3.373 -0.252 0.424
H -7.361 3.191 0.380 0.346
H 5.668 1.237 -0.991 0.532
H 6.434 2.776 0.732 0.286
H 6.085 4.578 0.494 0.314
H -5.112 4.740 1.447 0.305
H 4.615 1.823 4.091 0.222
H 2.813 1.559 -3.522 0.219
H 0.664 1.889 -1.167 0.379
H -3.392 -4.339 1.633 0.560
H 1.338 3.358 0.376 0.288
H 4.487 -1.049 0.638 1.198
H -2.558 -2.817 1.499 0.389
H -5.807 4.828 -0.163 0.289
H -3.494 -0.717 0.209 0.293
H -1.449 -5.491 1.335 0.460
H -4.878 1.664 1.060 0.187
H -4.539 3.663 0.170 0.304
H -6.789 3.284 2.021 0.373
H 2.983 -3.442 2.166 0.541
H -2.574 -2.455 -2.108 0.463
H 5.223 3.318 3.359 0.331
H -5.667 -0.816 0.586 0.423
H 1.284 -0.489 -1.963 0.484
H -5.574 1.431 -1.177 0.266
H 3.731 -3.180 0.025 0.483
H 1.774 0.139 -3.711 0.135
H -6.916 -1.073 -0.612 0.470

---

5
Properties=species:S:1:pos:R:3:mulliken_charge:R:1 method="wB97M-V/def2-TZVPD" orbital_gap_ha=0.31666 largest_force_ev_per_a=6.61 charge=+2 energy_ev=-57146.16382
Ga 0.058 0.628 0.926 1.337
F 1.523 -1.013 0.596 -0.182
O -0.703 0.441 -0.600 -0.139
H -1.616 0.700 -0.748 0.447
H 0.738 -0.757 -0.174 0.537